(1)
Below is an isolated ion of composition C4H10N3O2 and charge +1 in a non-equilibrium geometry, with properties calculated with ωB97M-V/def2-TZVPD.

The calculation puts the gap between HOMO and LUMO at 7.6 eV. As for the HOMO energy: -13.7 eV. The charge is +1.

Geometry as XYZ:
```
19
Properties=species:S:1:pos:R:3:forces:R:3:mulliken_charge:R:1
N 1.4786 -1.3292 0.1398 -0.0292 -0.0824 -1.6337 -0.426
C 1.7115 0.0441 0.2000 0.9738 0.6717 0.1622 0.263
N 2.9587 0.5078 0.4042 -0.9127 -0.3421 0.7052 -0.260
N 0.6855 0.9367 0.0780 -0.5890 -0.8042 0.5764 -0.269
C -0.3357 0.4654 -0.9020 -0.8817 -1.0444 0.8900 -0.590
C -1.4130 -0.4799 -0.3018 0.2115 0.4524 0.2864 -0.282
C -2.7539 0.1993 -0.2313 -1.7126 -0.3473 -1.3403 0.198
O -3.5983 0.1030 -1.0934 1.3222 0.2638 1.2636 -0.462
O -2.9401 0.9765 0.8974 0.4634 -0.1158 -0.3860 -0.459
H 1.7744 -1.7037 1.0378 0.1459 -0.0325 0.1672 0.301
H 2.0813 -1.7837 -0.5450 -0.0324 -0.2697 -0.0888 0.283
H 3.1067 1.1396 1.1759 0.0884 1.1374 -0.6858 0.276
H 3.6956 0.3289 -0.2577 0.4835 -0.8581 0.5070 0.260
H 0.2053 1.0599 0.9751 0.1746 0.9001 -0.0067 0.348
H 0.1352 -0.0779 -1.7030 0.4050 0.2237 -0.3698 0.303
H -0.8226 1.3490 -1.2784 0.1901 0.4449 -0.2827 0.453
H -1.4805 -1.3950 -0.8648 -0.1704 -0.1715 -0.3707 0.384
H -1.1359 -0.7617 0.7052 0.1740 -0.0893 0.2632 0.334
H -3.3528 0.4209 1.5640 -0.3045 0.0634 0.3434 0.344
```
Forces are in eV/Å.

---

(2)
Below is an isolated ion of composition C4H10N3O2 and charge +1 in a non-equilibrium geometry, with properties calculated with ωB97M-V/def2-TZVPD.

The calculation puts the gap between HOMO and LUMO at 11.3 eV. As for the HOMO energy: -14.5 eV. The charge is +1.

Geometry as XYZ:
```
19
Properties=species:S:1:pos:R:3:forces:R:3:mulliken_charge:R:1
C -2.3196 -1.0620 0.0885 -2.0576 -0.3396 -2.7329 -1.044
N -1.1819 -0.5313 -0.6254 1.7912 1.5530 -0.1572 -0.087
C -0.1241 0.1479 0.1928 2.7516 -3.0084 -3.7208 -0.668
C 0.1960 1.4653 -0.4915 -0.8293 -0.9515 1.0628 0.542
N 1.0248 2.2262 0.2104 2.0076 3.1699 -0.0158 -0.330
O -0.3922 1.7412 -1.5236 0.4675 0.0644 -0.2002 -0.632
C 1.2795 -1.0368 -0.0029 -4.3321 2.3391 -0.5431 0.577
N 2.3179 -0.6475 0.6465 4.1281 1.5439 4.0964 -0.310
O 1.0575 -1.8844 -0.8050 0.4432 -0.6615 -0.3407 -0.533
H -2.0728 -1.3426 1.0367 0.5086 -0.0205 2.7977 0.402
H -3.1578 -0.4134 -0.0818 -0.3397 0.5435 0.8453 0.356
H -2.6617 -1.9933 -0.3573 0.3124 -0.1170 -0.4254 0.404
H -0.7755 -1.2731 -1.1955 0.9283 -0.3763 0.2694 0.420
H -1.2771 0.2493 -1.3353 -1.0451 -0.1669 0.1211 0.365
H -0.2823 0.2837 1.1848 -1.1710 0.0134 2.9278 0.464
H 1.4006 2.0943 1.1828 -0.8996 -0.1803 -1.8141 0.216
H 1.3284 3.1410 -0.2571 -0.7030 -1.8371 1.0649 0.302
H 2.3935 -0.0935 1.5823 -1.2120 -1.1562 -2.6441 0.269
H 3.2467 -1.0711 0.5506 -0.7488 -0.4120 -0.5907 0.285
```
Forces are in eV/Å.

---

(3)
Below is one molecule with the formula C4H10N4 in a non-equilibrium geometry, with properties calculated with ωB97M-V/def2-TZVPD.

The calculation puts the gap between HOMO and LUMO at 9.1 eV. As for the HOMO energy: -8.4 eV.

Geometry as XYZ:
```
18
Properties=species:S:1:pos:R:3:forces:R:3:mulliken_charge:R:1
H -0.8340 2.7773 -0.1624 1.7893 -0.7182 0.9850 0.174
N 0.0304 2.1958 0.1335 -2.5720 -0.8390 -2.1149 -0.699
C -0.3624 0.9489 -0.0965 1.0882 0.4939 1.6000 0.447
N -1.6835 0.5406 -0.1048 -0.3705 0.5605 -0.3306 -0.172
C -2.1097 -0.7530 0.0642 -3.5955 0.1531 1.1854 -0.023
N -1.4293 -1.8120 -0.0339 -0.0959 -1.0970 -0.1413 -0.549
H -1.8953 -2.7391 0.0991 0.0670 1.6689 0.0550 0.228
N 0.5094 -0.0793 -0.0833 0.0231 3.2597 -2.7917 -0.205
C 1.8616 0.2499 -0.0635 1.7069 -2.0293 4.7532 -0.583
C 2.7681 -0.9986 0.0461 1.1198 -0.1784 -1.5074 -0.933
H -2.3324 1.3242 0.0163 0.1819 -1.0161 0.0736 0.261
H -3.2505 -0.6630 0.4185 2.1412 -0.6996 -0.9741 0.221
H 0.4002 -1.0135 0.0342 -2.0437 -2.8575 0.0821 0.258
H 1.8400 0.5200 1.0154 1.6210 1.3480 -0.4706 0.332
H 2.2395 0.9663 -0.6777 0.4518 2.2390 -1.7708 0.467
H 3.0756 -1.5180 -1.0708 -0.9028 1.3784 3.3164 0.223
H 2.0241 -1.6653 0.6257 2.2969 0.1354 -0.4848 0.269
H 3.7992 -0.5881 0.6195 -2.9066 -1.8018 -1.4644 0.284
```
Forces are in eV/Å.

---

(4)
Below is one molecule with the formula C4H10N4 in a non-equilibrium geometry, with properties calculated with ωB97M-V/def2-TZVPD.

The calculation puts the gap between HOMO and LUMO (spin up / spin down) at 7.7 / 7.7 eV. As for the HOMO energy (spin up / spin down): -7.1 / -7.1 eV.

Geometry as XYZ:
```
18
Properties=species:S:1:pos:R:3:forces:R:3:mulliken_charge:R:1
C 0.4239 -0.7670 -0.9510 -0.7554 0.1035 0.0237 0.381
C -1.4293 -0.5807 0.5194 0.5812 1.5093 1.1728 -0.566
C -0.0396 -1.1566 0.4473 -0.0027 0.1076 -0.0864 -0.501
C 1.9346 -0.7777 -1.1643 -0.1719 0.0179 0.0027 -1.409
N -1.0037 1.3651 0.5215 -0.5512 -1.8395 -0.5694 0.460
N -0.9481 2.2857 1.5503 0.0503 -0.2750 0.6888 -0.698
N -0.1892 1.5021 -0.4393 -0.7605 0.3765 -0.6689 -0.257
N -0.1607 0.5460 -1.3082 1.5583 0.1326 -0.2727 -0.499
H -0.0395 -1.4532 -1.6664 0.0265 -0.0618 0.0354 0.204
H -0.1965 2.9606 1.4357 -0.0578 -0.3134 -0.1784 0.286
H -1.8429 2.7510 1.6500 0.0717 -0.0983 -0.1313 0.247
H -1.9056 -0.5337 1.4912 0.0049 -0.1514 0.0513 0.306
H -2.1134 -0.8786 -0.2679 0.1178 0.4493 -0.1869 0.287
H -0.0161 -2.2385 0.6303 -0.0635 0.0720 -0.0118 0.377
H 0.5956 -0.6910 1.2053 -0.0459 -0.0174 0.0251 0.319
H 2.4166 -0.0902 -0.4679 0.0259 0.0031 0.0230 0.331
H 2.3358 -1.7804 -1.0073 0.0325 -0.0360 0.0459 0.363
H 2.1781 -0.4627 -2.1787 -0.0602 0.0211 0.0372 0.372
```
Forces are in eV/Å.

---

(5)
Below is a 2-piece molecular cluster, C4H10N4 overall in a non-equilibrium geometry, with properties calculated with ωB97M-V/def2-TZVPD.

The calculation puts the gap between HOMO and LUMO at 9.6 eV. As for the HOMO energy: -9.2 eV.

Geometry as XYZ:
```
18
Properties=species:S:1:pos:R:3:forces:R:3:mulliken_charge:R:1
H -2.3374 0.0138 0.0748 0.2673 0.2161 0.0336 0.193
N -1.4718 0.5124 0.3150 0.8328 0.3443 -1.0880 -0.793
C -0.7203 0.6320 -0.7350 -0.9527 -0.4359 0.7387 1.095
C -1.1446 0.0271 -2.0492 0.2012 0.1458 -0.2006 -1.385
C 0.5947 1.3206 -0.6879 -0.4478 0.3998 0.9223 -0.285
C 0.8411 2.2579 0.2339 0.1468 -0.3361 -0.3283 -0.688
H -0.4440 0.2769 -2.8502 -0.1526 -0.0930 0.0375 0.365
H -1.1901 -1.0609 -1.9436 -0.0231 0.1056 -0.0941 0.331
H -2.1359 0.4026 -2.3183 0.1021 -0.1187 -0.0190 0.348
H 1.3368 1.0473 -1.4282 -0.0629 0.0261 -0.0270 0.268
H 0.0994 2.5323 0.9791 0.0238 -0.0850 -0.1793 0.286
H 1.8006 2.7615 0.2732 -0.0759 -0.0347 -0.0105 0.271
H 2.5631 -2.8318 1.3455 -0.1157 0.5138 0.0446 0.227
N 1.5905 -2.6450 1.6140 1.1126 -0.9995 -0.3664 -0.622
N 1.3543 -1.4297 1.6078 -0.3978 -0.8333 0.2345 0.112
N 0.0895 -1.2682 2.0176 -0.7865 1.5767 -0.1602 -0.371
H -0.3655 -0.4351 1.6269 0.2875 -0.2358 0.3143 0.306
H -0.4605 -2.1137 1.9246 0.0409 -0.1559 0.1479 0.341
```
Forces are in eV/Å.

---

(6)
Below is one molecule with the formula C4H10N4 in a non-equilibrium geometry, with properties calculated with ωB97M-V/def2-TZVPD.

The calculation puts the gap between HOMO and LUMO at 8.9 eV. As for the HOMO energy: -8.2 eV.

Geometry as XYZ:
```
18
Properties=species:S:1:pos:R:3:forces:R:3:mulliken_charge:R:1
H -0.7752 -2.9754 -0.7155 -0.2465 0.2737 -0.0771 0.223
N -0.5794 -2.5944 -1.6473 0.5820 0.2733 0.1371 -0.622
C -0.3033 -1.3610 -1.6442 -1.5879 1.1304 2.0851 -0.169
C -0.5400 -0.2625 -0.2426 0.8994 -4.6228 -4.5779 0.228
N -1.6278 -0.5729 0.5794 -0.2616 0.2260 0.1780 -0.576
C 0.5517 0.4242 -0.1152 -1.0541 4.4173 4.8548 0.343
C 1.6979 0.8247 -0.9599 0.6091 -0.0904 -0.0965 -1.221
N 0.4756 1.4235 1.2449 1.8874 -0.8794 -2.6460 -0.212
N -0.3479 1.2676 2.3585 -0.6061 -0.7055 -0.0846 -0.671
H -0.0611 -0.9093 -2.6099 0.1467 0.1680 0.2218 0.380
H -1.5096 -1.4513 1.0748 0.0342 0.1366 -0.0592 0.255
H -2.4973 -0.6102 0.0575 0.1849 -0.0287 0.0213 0.274
H 2.6245 0.8319 -0.3839 -0.1822 0.0660 0.2754 0.331
H 1.9346 0.1998 -1.8187 -0.5084 -0.2032 -0.0312 0.384
H 1.5528 1.8427 -1.3272 -0.0869 0.0131 0.0544 0.272
H 0.4519 2.3990 0.9620 -0.0388 -0.4152 -0.3523 0.224
H -1.2021 0.7627 2.1040 0.3632 0.2847 0.3234 0.337
H 0.1548 0.7609 3.0832 -0.1347 -0.0439 -0.2266 0.219
```
Forces are in eV/Å.

---

(7)
Below is one molecule with the formula C4H10N4O in a non-equilibrium geometry, with properties calculated with ωB97M-V/def2-TZVPD.

The calculation puts the gap between HOMO and LUMO at 8.7 eV. As for the HOMO energy: -7.9 eV.

Geometry as XYZ:
```
19
Properties=species:S:1:pos:R:3:forces:R:3:mulliken_charge:R:1
C 0.4478 1.2384 1.9711 0.3631 0.0694 0.0398 -0.938
C 0.5220 0.1056 1.2699 3.5599 1.9657 -0.6160 0.524
N 0.1182 -1.1059 1.7207 0.2898 -1.8292 0.1143 -0.540
N 1.6964 0.1316 0.0579 -2.3206 -0.4241 1.1703 -0.193
C 1.1146 -0.1633 -1.1035 -1.6361 -0.7170 -1.3287 0.204
O 1.5518 -0.3587 -2.2297 0.2129 0.2937 1.1416 -0.647
N -0.3234 -0.2209 -0.8282 0.1292 0.6024 0.7210 0.613
C -1.1136 0.9243 -1.2424 0.1254 -0.7070 -0.0861 -1.065
N -0.9113 -1.5123 -0.7904 0.2230 0.0652 -1.2734 -0.819
H 0.1587 1.1959 3.0141 -0.4989 -0.0254 -0.2352 0.298
H 0.8827 2.1643 1.6235 -0.1130 -0.0673 -0.1799 0.279
H 0.6564 -1.8796 1.3351 -0.0575 0.3134 0.1520 0.290
H -0.8531 -1.3731 1.6045 0.1652 0.5480 -0.1304 0.304
H 2.6315 0.5108 -0.0114 0.0679 -0.0574 0.8938 0.213
H -1.9018 1.0874 -0.5025 -0.1625 -0.0037 -0.1084 0.321
H -0.4978 1.8249 -1.2399 0.0642 -0.1597 -0.0991 0.349
H -1.5310 0.7455 -2.2357 -0.1745 0.3280 -0.1347 0.319
H -0.7294 -1.9310 -1.7071 -0.4117 -0.1793 0.0406 0.265
H -1.9187 -1.3841 -0.7062 0.1743 -0.0155 -0.0814 0.220
```
Forces are in eV/Å.

---

(8)
Below is one molecule with the formula C4H10N4O in a non-equilibrium geometry, with properties calculated with ωB97M-V/def2-TZVPD.

The calculation puts the gap between HOMO and LUMO at 8.8 eV. As for the HOMO energy: -8.1 eV.

Geometry as XYZ:
```
19
Properties=species:S:1:pos:R:3:forces:R:3:mulliken_charge:R:1
H -0.9641 2.2303 0.2219 0.0266 0.0256 0.5496 0.242
N -1.6157 1.6613 -0.2892 0.6638 -0.3174 -0.6513 -0.802
C -1.3892 0.4160 -0.2803 -2.3813 -1.2945 2.7119 0.657
N -2.1490 -0.4450 -1.0293 0.0469 -0.6806 0.0701 -0.445
N -0.5378 -0.4016 0.8650 -0.6969 2.2710 -3.0206 -0.028
N -0.7189 -1.7869 0.8526 -0.3087 -1.1588 -0.0844 -0.681
C 0.6053 0.0921 0.1582 3.5118 -1.2569 0.0666 0.677
C 1.3453 1.1743 0.9092 -0.2557 0.0488 -0.2934 -1.781
C 1.1575 -0.5076 -0.9312 -1.1855 0.7223 1.0726 -0.408
O 2.2685 -0.0908 -1.5858 0.4412 0.1206 0.0479 -0.537
H -3.0835 -0.0895 -1.1779 0.2246 0.1266 -0.3255 0.320
H -2.1540 -1.4040 -0.6794 0.0508 0.4137 0.0473 0.308
H -0.0259 -2.3467 0.3430 -0.0897 0.7336 0.0786 0.212
H -0.7037 -2.1105 1.8145 -0.1771 0.1999 -0.1080 0.246
H 2.2092 0.7545 1.4300 0.0977 0.0642 -0.0501 0.392
H 1.6611 1.9742 0.2401 0.1762 0.1365 0.0185 0.479
H 0.6979 1.6063 1.6699 -0.0119 -0.0039 -0.0540 0.440
H 0.6769 -1.3164 -1.4594 -0.0696 -0.1120 -0.0190 0.393
H 2.7203 0.5900 -1.0720 -0.0631 -0.0388 -0.0567 0.317
```
Forces are in eV/Å.

---

(9)
Below is C4H10N4O as an isolated structure in a non-equilibrium geometry, with properties calculated with ωB97M-V/def2-TZVPD.

The calculation puts the gap between HOMO and LUMO at 8.9 eV. As for the HOMO energy: -8.5 eV.

Geometry as XYZ:
```
19
Properties=species:S:1:pos:R:3:forces:R:3:mulliken_charge:R:1
C 0.6552 -1.7097 0.9400 -0.4187 2.2273 -2.1178 -1.260
C -0.9597 -0.3679 -1.0808 1.5294 6.9621 -0.6239 -0.068
C 1.1230 0.7412 1.4409 -3.0501 6.1700 0.2682 0.486
C 2.1273 0.3333 2.3748 3.5004 -1.4206 1.2130 -0.763
H -0.4580 -1.7696 1.1512 1.2666 -1.1143 -1.0587 0.454
H 1.3521 -2.3686 0.2453 -2.4104 1.2088 0.9343 0.205
H 1.0937 -1.8131 1.8912 0.5385 0.2712 1.0776 0.614
H -0.6831 -1.3570 -1.0544 -0.2361 -2.4758 -0.6875 0.389
H -1.4715 1.1338 -2.6287 0.2947 3.7563 -1.3377 0.210
H -1.7594 -1.5055 -3.4142 1.4759 -1.1690 -0.2117 0.231
H -3.3642 -1.3781 -2.6832 4.1456 2.6990 -0.7004 0.271
H 1.5098 0.0894 3.4981 2.5545 1.0285 -3.2480 0.211
H 3.0635 1.2808 2.2176 -3.0456 -3.1047 1.4078 0.263
H 2.5971 -0.6773 1.8874 -0.5787 2.4338 1.9184 0.289
N 0.7038 -0.1342 0.4827 -1.1062 -1.4022 0.8256 0.179
N -0.3733 0.4673 -0.2615 0.2467 -2.6547 -0.7040 -0.445
N -1.5126 0.2972 -2.2162 -3.2012 -11.1870 1.5030 -0.081
N -2.3772 -0.8203 -3.1029 -3.1078 2.6461 2.4200 -0.577
O 0.6700 1.9642 1.5658 1.6024 -4.8747 -0.8781 -0.608
```
Forces are in eV/Å.

---

(10)
Below is one molecule with the formula C4H10N4O2 in a non-equilibrium geometry, with properties calculated with ωB97M-V/def2-TZVPD.

The calculation puts the gap between HOMO and LUMO at 9.8 eV. As for the HOMO energy: -9.3 eV.

Geometry as XYZ:
```
20
Properties=species:S:1:pos:R:3:forces:R:3:mulliken_charge:R:1
H -2.8513 0.3889 -1.6883 0.9445 -1.2417 0.5558 0.289
N -2.1013 -0.3549 -1.7890 0.1129 1.9438 -0.5951 -0.685
C -0.9605 0.1613 -1.5167 -0.5087 0.0193 1.1171 0.490
C 0.3184 -0.5934 -1.7795 -1.1953 -1.8358 0.5692 -0.734
C 0.6322 -1.5221 -0.5190 -0.7776 -0.8620 0.4489 -0.613
C 0.6286 -0.7855 0.8253 0.0411 1.7055 -0.4081 0.247
N -0.2744 -0.7378 1.7328 0.0698 -2.6163 -0.0644 -0.708
H -0.8089 -1.6572 1.7228 0.2936 1.6926 -0.3372 0.262
N 1.5959 0.2465 0.9080 1.7232 0.2757 0.1264 -0.115
O 2.1990 0.4204 2.2079 -0.4330 -0.5196 -1.0245 -0.446
N -0.7143 1.3521 -0.7599 0.9287 -1.3435 -1.3765 -0.493
O -1.6118 1.5752 0.2357 -1.6829 2.3243 -0.3575 -0.365
H 1.1513 0.0667 -1.8902 0.5069 0.4944 -0.4927 0.357
H 0.1039 -1.2094 -2.6930 0.7250 0.4319 0.9100 0.391
H -0.1183 -2.3414 -0.3729 0.3629 0.8029 -0.5989 0.364
H 1.5845 -2.0363 -0.6431 0.1857 0.1546 -0.1601 0.320
H 2.4113 0.2465 0.2576 -1.1923 -0.5343 0.6249 0.233
H 1.8945 1.2743 2.5133 -0.3375 0.3071 0.0467 0.319
H 0.2188 1.2879 -0.3541 -0.1758 0.3580 -0.1132 0.530
H -1.5364 0.9127 0.8955 0.4088 -1.5568 1.1294 0.357
```
Forces are in eV/Å.

---

- Which formula does entry 8 have?
  C4H10N4O